DFT (ωB97M-V/def2-TZVPD) results for 4 unconnected molecules or ions with the total composition C22H48B2ClN4O8.

```
85
Properties=species:S:1:pos:R:3:forces:R:3
H -1.880 -4.187 -0.922 0.33 1.28 -0.47
O -1.376 -1.362 -5.789 0.29 3.35 1.88
H 7.224 -8.651 2.701 0.00 -0.08 0.16
H -2.954 9.539 0.534 0.06 -0.02 0.05
H 3.603 -8.438 2.033 0.06 -0.06 0.02
H -0.695 3.283 -5.135 -0.31 0.52 0.89
H -2.958 2.792 -5.149 -0.20 0.91 1.12
H -3.151 4.587 -4.928 0.25 -1.16 0.78
N 4.472 -8.700 2.476 0.35 0.24 0.13
C 5.327 -7.657 2.647 -0.26 0.24 -0.19
H -3.285 3.482 -3.427 0.48 0.28 -1.12
H -2.533 -1.609 1.248 0.64 -0.04 0.34
C 2.495 -4.877 2.270 -0.18 -0.03 -0.25
H 0.688 10.926 1.860 -0.17 -0.03 -0.07
H 5.631 -10.258 3.311 -0.07 0.10 -0.05
H -1.442 0.920 -5.689 0.00 -2.01 1.06
O -0.763 3.198 -2.990 -0.43 -3.40 -0.40
C -1.902 7.873 1.323 -0.47 0.31 -0.28
H 0.929 -2.048 4.088 0.11 -0.03 0.25
O -1.902 -2.314 1.028 0.08 0.64 -2.28
H -0.078 -1.240 -2.558 -0.01 1.23 0.86
H -0.934 7.690 1.783 -0.07 0.09 -0.04
H -0.751 -3.397 -2.090 -1.04 0.33 0.35
H -2.694 7.587 2.018 0.14 -0.23 0.05
H 2.346 -5.516 3.142 0.17 0.11 0.05
O 5.007 -6.535 2.277 0.14 -0.12 0.07
C -1.788 2.371 3.402 0.37 1.17 -0.19
C -2.031 1.174 -1.499 -0.66 -0.53 1.23
N -2.085 9.265 0.969 0.31 0.06 0.10
H 0.082 -3.479 4.718 0.17 0.06 0.19
H -0.412 2.221 -0.234 -0.50 -0.95 -0.39
H 2.920 -5.480 1.471 -0.07 0.11 0.10
C 1.180 -4.301 1.819 -0.09 0.04 0.08
C -0.400 -0.757 -0.440 0.07 -0.66 0.13
H 3.196 -4.074 2.506 0.05 -0.14 0.15
C -1.603 3.023 1.950 -0.65 -1.13 0.27
Cl -2.327 4.704 1.936 0.55 -0.64 0.01
C -2.777 3.646 -4.417 0.91 -0.02 -0.93
H 6.504 -8.325 4.308 0.11 -0.13 -0.07
B -1.323 -2.093 -0.280 -0.55 -1.10 1.30
H -2.146 -1.173 -3.270 0.33 1.21 0.23
H -2.392 1.424 3.357 0.77 0.98 0.13
C 6.655 -7.937 3.299 0.11 0.08 0.04
H -2.747 0.304 -1.321 0.99 1.02 0.12
C -0.099 -0.299 -1.926 2.19 -1.79 0.68
H -0.037 9.610 2.794 0.11 -0.12 -0.07
O 0.927 1.740 -3.853 -2.62 -0.93 0.82
C 0.111 10.006 1.787 0.12 0.04 0.05
C -2.341 2.185 0.819 0.49 -0.26 -0.62
H -3.023 2.834 0.185 0.96 -0.57 0.90
H -2.313 3.154 4.033 0.53 -1.23 -0.59
H 3.872 -10.376 3.537 0.15 -0.22 0.04
C -1.197 3.772 -4.252 -0.75 1.27 -0.35
C 4.664 -10.088 2.843 -0.45 0.11 -0.23
H 0.480 -0.806 -6.288 0.74 0.13 1.76
O -1.532 11.426 0.787 0.12 -0.16 0.06
H -0.374 -3.163 2.311 -0.01 -0.03 0.13
C -1.625 -3.193 -1.409 0.10 -0.48 0.49
H 0.671 9.293 1.180 0.01 -0.08 0.16
H -2.989 1.361 1.260 0.87 1.02 -0.47
O -0.934 0.240 0.465 0.47 0.90 -0.97
C 0.050 -0.934 -5.260 -5.02 -0.70 -2.06
H 4.587 -10.699 1.942 0.10 -0.19 0.15
H 1.816 -3.568 4.338 -0.07 0.00 -0.10
N -1.069 0.649 -2.574 -1.14 0.01 1.44
H -0.889 4.858 -4.234 -0.28 -1.29 0.01
B -0.327 1.840 -3.151 2.51 3.88 -1.87
C 0.864 -3.137 4.038 -0.41 0.13 -0.20
N 0.496 -3.513 2.688 0.24 -0.14 -0.25
H -1.991 7.273 0.415 0.10 -0.23 0.16
H 0.979 0.065 -1.939 -1.59 0.19 -0.35
H -2.569 -2.880 -1.959 1.10 -0.34 0.29
C -1.219 10.302 1.145 -0.26 0.48 -0.19
O 0.717 -4.519 0.704 -0.06 0.20 -0.27
H -2.692 2.000 -1.881 1.27 -0.64 0.18
H 7.225 -7.012 3.367 -0.16 -0.04 -0.07
H -0.506 3.111 1.714 -1.22 0.16 0.18
C -1.340 -0.070 -5.075 2.45 -2.88 0.57
H 0.210 -1.827 -4.596 0.82 1.61 -0.44
C -1.967 -0.095 -3.518 -0.24 0.71 -4.74
C -1.263 1.485 -0.155 -2.33 0.46 0.53
H 0.768 1.718 -4.813 0.49 -0.06 0.37
H -2.924 0.500 -3.658 1.03 -0.89 0.65
H -0.760 2.215 3.855 -1.34 -0.10 -0.48
H 0.613 -1.059 0.000 -1.09 0.22 -0.76
```
Positions in Å, forces in eV/Å.

Its spin multiplicity is 1. The calculation puts the gap between HOMO and LUMO at 7.8 eV. The calculated total energy is -2197.64609 a.u. Its charge is +1.